[1]
30
Properties=species:S:1:pos:R:3:nbo_charge:R:1 method="wB97M-V/def2-TZVPD" gap_ev=4.31 largest_force_ha_per_bohr=0.04772 lumo_energy_ha=-0.429 de_lowest_kj_mol=136.9 e_tot_ha=-1068.3682 total_charge=+2
C -1.31 2.57 0.48 -0.449
C 3.20 -1.71 -2.31 0.204
N -0.41 -1.45 -0.18 -0.122
H -1.69 2.36 -0.52 0.248
C 0.99 -1.03 -2.20 0.043
C 0.92 2.18 1.66 -0.227
H -1.59 -1.86 -1.98 0.284
H 1.79 1.41 -0.24 0.260
Cl 4.60 -1.85 -3.24 0.156
N -0.31 -0.59 0.85 -0.167
H -1.60 -2.89 0.97 0.266
N 2.13 -1.13 -2.83 -0.396
C -1.68 -1.72 -0.91 -0.209
C -1.15 -2.75 -0.01 -0.168
H 1.28 1.33 2.22 0.270
H -1.21 3.66 0.56 0.280
H 1.89 -2.49 0.71 0.249
H -2.03 2.26 1.24 0.249
C 1.22 2.23 0.19 -0.221
H 0.20 -0.52 -2.73 0.215
H 4.02 -2.66 -0.55 0.267
C 1.96 -2.12 -0.30 -0.171
H 1.36 3.17 -0.33 0.263
C 3.14 -2.21 -0.99 -0.221
H 0.84 3.09 2.24 0.266
N -0.07 1.93 0.69 -0.085
H -1.19 -0.51 1.36 0.364
H -0.65 -3.62 -0.41 0.288
C 0.84 -1.54 -0.91 0.002
H -2.53 -1.13 -0.61 0.261

***

[2]
22
Properties=species:S:1:pos:R:3:nbo_charge:R:1 method="wB97M-V/def2-TZVPD" gap_ev=8.33 largest_force_ha_per_bohr=0.07052 smiles=CCCSS.O.O.O lumo_energy_ha=0.010 de_lowest_kj_mol=223.6 e_tot_ha=-1144.7102 total_charge=0
H -0.61 0.63 0.72 0.469
H -3.35 4.28 2.26 0.466
H 0.29 -5.08 -2.70 0.137
H -0.18 -0.77 1.00 0.468
O 0.19 0.08 0.72 -0.935
H 0.26 -1.28 -3.41 0.220
O -0.20 5.08 4.84 -0.936
H -0.74 4.45 5.32 0.468
H 1.29 -2.78 -1.02 0.215
C 1.38 -2.11 -1.89 -0.444
S -1.33 -3.16 -2.19 -0.026
H 2.78 -0.87 -0.69 0.233
S -0.92 -5.24 -2.15 -0.136
C 2.26 -0.92 -1.65 -0.656
H -3.82 4.21 3.65 0.462
H 3.16 -0.78 -2.28 0.212
O -2.97 4.16 3.16 -0.928
H -0.60 -1.24 -1.79 0.225
H 1.88 0.14 -1.56 0.233
C 0.02 -1.80 -2.47 -0.421
H -0.77 5.86 4.73 0.468
H 1.96 -2.84 -2.58 0.205

***

[3]
102
Properties=species:S:1:pos:R:3:mulliken_charge:R:1 method="wB97M-V/def2-TZVPD" gap_ev=9.69 largest_force_ha_per_bohr=0.06349 smiles=COC[C@H](C)N.COC[C@H](C)N.COC[C@H](C)N.COC[C@H](C)N.COC[C@H](C)N.COC[C@H](C)N lumo_energy_ha=0.026 de_lowest_kj_mol=523.6 e_tot_ha=-1733.6967 total_charge=0
H -2.58 -8.75 -0.40 0.323
N 5.31 -8.14 -7.60 -0.686
C 2.10 -1.23 -0.46 -1.366
H -5.69 3.80 4.56 0.356
H 2.09 -1.53 8.48 0.377
N -0.98 12.12 -6.95 -0.738
H -1.66 12.82 -7.21 0.247
N 1.06 -3.74 8.21 -0.790
C -5.00 5.86 4.40 0.304
C -5.59 4.66 5.22 -0.604
C 2.88 -4.01 6.57 -0.704
H 0.81 13.25 -8.54 0.374
H 4.25 -7.41 -5.05 0.393
H 0.89 -3.09 6.14 0.350
H 0.97 12.22 -2.58 0.309
H -2.29 -8.11 2.10 0.238
H -3.33 5.06 3.13 0.372
H 1.35 -1.93 -0.85 0.321
H -1.33 11.70 -6.11 0.335
H 1.11 -1.10 6.98 0.288
H 7.66 -6.87 -8.04 0.439
O 0.88 2.48 -1.13 -0.297
C 1.73 0.25 -0.34 0.215
H 0.39 0.60 -1.95 0.324
H 2.77 -1.31 6.83 0.330
H 6.62 -7.02 -2.66 0.267
C -7.32 4.11 6.63 -0.766
H 4.61 -5.09 4.79 0.302
H -0.17 10.85 -2.80 0.249
H -8.25 4.62 6.90 0.268
H 1.73 -3.53 8.93 0.230
O -5.88 -7.88 -0.03 -0.284
H 0.09 14.59 -7.75 0.337
H -5.80 6.98 5.80 0.319
C 0.00 11.92 -2.97 -0.749
H -4.22 6.91 5.72 0.290
H 6.02 -8.57 -8.18 0.267
C 0.26 3.16 -2.21 -0.745
H -2.03 -7.16 -0.51 0.377
N 0.70 0.19 0.63 -0.679
H -2.19 -6.49 1.87 0.260
O 2.74 -5.22 5.81 -0.332
H -7.79 -8.19 -0.76 0.274
C 1.93 -1.67 7.41 -1.185
H 1.77 14.17 -7.57 0.386
C -5.02 -8.12 1.03 -0.688
O 5.81 -6.31 -4.39 -0.359
N -2.82 -7.26 2.00 -0.693
H 4.74 -8.84 -7.15 0.244
H 0.50 1.14 0.90 0.289
H 0.00 4.20 -2.04 0.283
H 2.56 0.80 0.12 0.294
H 7.59 -5.98 -6.68 0.271
H 1.17 13.43 -4.82 0.356
H -3.67 -7.59 -1.24 0.359
H -0.36 14.06 -4.87 0.352
N -5.03 7.09 5.15 -0.724
H -5.33 -7.93 2.06 0.395
H -7.61 3.14 6.23 0.301
C 6.04 -7.43 -6.62 0.356
C 6.91 -6.40 -7.41 -1.298
H -4.05 -6.30 0.72 0.254
C -3.53 5.72 3.97 -1.498
H -4.96 4.46 6.09 0.281
C -7.10 -8.59 -0.01 -0.794
H 4.63 -6.18 6.15 0.301
H 3.50 -3.35 5.98 0.332
C 6.56 -7.24 -3.73 -0.758
C 0.16 13.12 -5.09 -0.701
H -6.76 3.95 7.56 0.324
C 0.77 13.76 -7.57 -1.434
H -5.62 5.95 3.51 0.307
H 0.97 11.89 -6.63 0.135
C 0.28 12.74 -6.57 0.595
H -2.89 5.56 4.84 0.365
H -3.14 6.68 3.63 0.433
H 2.93 -1.39 -1.14 0.368
C 5.06 -6.86 -5.52 -0.675
H 1.04 3.24 -2.97 0.308
H -7.65 -8.36 0.90 0.317
C 1.61 -3.12 6.96 0.383
H -0.72 12.52 -2.42 0.281
C -2.96 -7.73 -0.43 -1.413
H 6.68 -8.11 -6.05 0.328
H 1.09 -4.74 8.10 0.288
H 3.53 -4.24 7.41 0.280
C 4.00 -5.80 5.35 -0.684
H 3.70 -6.66 4.75 0.234
H -0.11 -0.20 0.16 0.251
H -0.53 2.60 -2.71 0.318
C -3.73 -7.33 0.79 0.485
C 1.23 1.17 -1.57 -0.595
H 7.52 -7.20 -4.26 0.261
O -0.34 12.06 -4.34 -0.335
H 2.03 1.14 -2.31 0.351
H -4.73 -9.17 0.98 0.278
H 4.54 -6.00 -5.95 0.306
H 2.44 -1.72 0.46 0.360
O -6.84 5.08 5.75 -0.329
H 6.15 -8.24 -3.65 0.314
H 6.19 -5.68 -7.80 0.330
H -7.08 -9.68 -0.05 0.311

***

[4]
7
Properties=species:S:1:pos:R:3:nbo_charge:R:1 method="wB97M-V/def2-TZVPD" gap_ev=12.31 largest_force_ha_per_bohr=0.10908 smiles=OC(O)(F)F lumo_energy_ha=0.017 de_lowest_kj_mol=101.0 e_tot_ha=-389.5100 total_charge=0
F -0.65 1.15 -0.49 -0.345
F 0.80 -0.25 -1.39 -0.309
C 0.09 0.03 -0.30 1.112
O -0.95 -1.13 -0.11 -0.743
H 1.17 1.14 0.83 0.516
O 0.85 0.22 0.73 -0.708
H -1.31 -1.15 0.74 0.477

***

[5]
45
Properties=species:S:1:pos:R:3:lowdin_spin:R:1 method="wB97M-V/def2-TZVPD" gap_ev="4.37 / 3.82" largest_force_ha_per_bohr=0.03835 lumo_energy_ha="-0.051 / -0.051" de_lowest_kj_mol=149.7 e_tot_ha=-2861.1586 multiplicity=2 total_charge=0
H -1.90 0.16 2.35 0.000
V -0.39 0.27 -0.30 0.935
C -1.21 0.13 3.18 0.000
O -1.88 1.69 -4.20 0.001
O 0.74 0.28 1.69 0.005
O -3.31 -1.22 -0.21 0.002
N -1.06 -1.55 0.24 0.000
N 1.44 -0.72 -1.15 0.005
H -0.12 1.88 2.59 0.000
N 4.36 1.64 -1.34 0.000
C 3.73 0.28 -1.62 0.000
H 0.78 0.82 3.68 0.000
H -3.30 -3.42 1.39 0.000
H -2.27 4.43 -0.17 0.000
O 0.84 -2.50 1.13 0.004
H 1.73 -1.54 -0.64 0.000
P -0.99 2.73 -0.40 0.003
C -2.59 -3.39 0.57 0.000
H 1.15 -0.91 -2.10 0.001
C 2.33 0.42 -1.05 0.002
H -1.68 0.62 4.03 0.000
O -1.48 2.77 -1.93 0.000
H 5.29 1.75 -1.73 0.000
H 0.82 -0.70 1.77 0.001
H 2.42 0.69 0.01 0.000
H -3.24 0.42 -1.41 0.000
C -0.35 -2.58 0.79 0.003
H -3.02 -3.95 -0.26 0.000
H -1.02 -0.92 3.46 0.000
O -0.79 0.36 -2.25 0.018
O -1.78 1.67 0.36 0.016
C 0.08 0.84 2.84 0.001
P -1.84 1.38 -2.77 0.003
H 4.39 1.80 -0.34 0.000
O 0.50 2.50 -0.31 0.001
H 3.73 0.15 -2.70 0.000
H 4.34 -0.48 -1.15 0.000
H -0.77 -4.60 0.30 0.000
H 1.86 1.27 -1.54 0.000
H 3.75 2.37 -1.72 0.000
C -2.40 -1.95 0.13 0.001
O -1.38 4.19 0.11 0.000
O -3.26 0.96 -2.22 0.000
H -1.08 -4.20 1.98 0.000
C -1.18 -3.84 0.96 0.001